{"formula": "C20H27N4O2", "method": "ωB97M-V/def2-TZVPD", "mol_weight_g_mol": 355.5, "orbital_gap_ha": 0.322, "e_homo_ev": -11.2, "max_force_ev_per_a": 19.74, "total_charge": 1, "e_tot_ha": -1146.89966, "symbols": ["N", "C", "N", "C", "C", "C", "C", "C", "C", "N", "C", "H", "H", "C", "N", "C", "C", "C", "C", "C", "H", "H", "H", "H", "H", "H", "H", "H", "H", "H", "H", "H", "H", "H", "H", "H", "C", "H", "H", "C", "C", "C", "C", "C", "O", "H", "H", "H", "O", "H", "H", "H", "H"], "xyz": [[0.585, 0.488, -0.315], [-0.347, -0.281, 0.314], [-1.703, -0.177, 0.478], [-2.081, -1.089, 1.256], [-3.285, -1.360, 1.510], [-3.425, -2.339, 2.594], [-2.319, -2.996, 3.073], [-1.088, -3.039, 2.543], [-0.891, -1.960, 1.705], [0.158, -1.314, 1.077], [1.517, -2.038, 1.316], [1.549, -2.962, 1.789], [1.821, -2.171, -0.080], [2.528, -1.003, 1.806], [3.057, -0.074, 0.649], [4.105, -0.419, -0.076], [4.333, 0.604, -1.373], [4.853, 1.877, -0.681], [3.671, 2.186, 0.299], [3.509, 1.300, 1.480], [2.803, 1.544, 2.002], [4.494, 1.102, 2.139], [4.120, 3.172, 0.897], [2.883, 2.636, -0.062], [4.962, 2.216, -1.540], [5.689, 1.618, -0.216], [5.128, 0.153, -2.076], [3.359, 0.483, -1.786], [3.761, -1.372, -0.502], [4.941, -0.651, 0.412], [2.117, -0.559, 2.625], [3.473, -1.654, 1.999], [-0.337, -3.546, 2.974], [-2.526, -3.956, 3.607], [-4.433, -2.630, 2.927], [-4.266, -0.883, 1.580], [-2.327, 0.675, -0.426], [-1.887, 1.971, -0.173], [-3.289, 0.900, 0.226], [-2.472, 0.218, -1.560], [-3.613, 1.262, -2.446], [-3.369, 1.960, -3.362], [-4.636, 2.444, -3.784], [-5.424, 2.058, -2.842], [-4.688, 1.052, -1.935], [-6.662, 2.148, -2.615], [-5.100, 3.153, -4.669], [-2.687, 2.103, -4.346], [-2.953, -1.248, -1.680], [-3.770, -1.179, -1.406], [-1.618, 0.180, -2.295], [0.285, 1.161, -0.866], [1.495, 0.235, -0.165]], "lowdin_charge": [0.2854, -0.1652, 0.0347, -0.2414, -0.0018, -0.0292, -0.1195, -0.0159, -0.0621, 0.0580, -0.0199, 0.0843, 0.2336, -0.1164, -0.1962, -0.2856, -0.0907, -0.1278, -0.1616, -0.0674, 0.0035, 0.1870, 0.1704, 0.0463, 0.0259, 0.0783, 0.1418, 0.0882, 0.1122, 0.0781, 0.0866, 0.1572, 0.0809, 0.1347, 0.1178, 0.1405, -0.2384, 0.2777, 0.1887, -0.2168, -0.4580, -0.0840, -0.0967, -0.0225, 0.1169, 0.1971, 0.1963, 0.1989, 0.0693, -0.0193, 0.1769, 0.0522, 0.0174]}